(1)
Entry from OMol25: C26H43N3O3PRu as an isolated structure in a non-equilibrium geometry (ωB97M-V/def2-TZVPD).

Positions of all 77 atoms, in Å:
C -0.520 -1.619 -2.829
N -0.581 -1.362 -1.471
C -0.484 -2.327 -0.551
C -0.292 -3.645 -0.959
C -0.180 -3.939 -2.329
C -0.319 -2.936 -3.268
Ru 1.075 -0.916 3.579
C -0.036 0.921 2.154
O 0.306 2.027 2.386
C -0.655 -1.876 0.907
N 0.338 -2.211 1.983
C 1.548 -2.972 1.592
C 2.384 -2.359 0.489
C -0.712 -0.446 -3.640
P -1.009 0.848 -2.448
C -2.330 2.012 -3.092
C -1.722 2.603 -4.355
C 0.596 1.698 -2.050
C 0.443 3.099 -1.444
C 1.402 0.871 -1.039
C 1.351 1.768 -3.372
C -3.478 1.095 -3.493
C -2.876 3.137 -2.187
C -0.320 -2.742 3.217
C -0.683 -4.212 3.126
H -0.299 -4.442 -0.221
H 0.038 -4.947 -2.634
H -0.257 -3.109 -4.345
H -0.967 -0.489 -4.700
H 2.387 1.349 -0.906
H 0.906 0.838 -0.058
H 1.545 -0.160 -1.368
H 2.349 2.175 -3.161
H 1.457 0.771 -3.818
H 0.856 2.419 -4.104
H 1.459 3.473 -1.236
H -0.046 3.814 -2.114
H -0.115 3.064 -0.500
H -2.555 3.070 -4.895
H -0.971 3.376 -4.153
H -1.283 1.821 -4.990
H -3.115 0.208 -4.028
H -4.072 0.754 -2.639
H -4.129 1.668 -4.164
H -2.113 3.867 -1.886
H -3.640 3.654 -2.796
H -3.355 2.756 -1.276
H -0.761 -0.783 0.928
H -1.632 -2.249 1.287
H 2.155 -3.027 2.517
H 1.225 -3.997 1.346
H -1.201 -2.124 3.384
H 0.400 -2.594 4.080
H 0.194 -4.826 3.328
H -1.459 -4.408 3.865
H -1.084 -4.443 2.142
H 3.373 -2.839 0.488
H 1.943 -2.536 -0.493
H 2.535 -1.290 0.656
C -2.961 0.521 -0.023
H -2.857 -0.239 -0.832
H -3.826 1.159 -0.248
H -3.130 -0.047 0.896
O -1.831 1.393 0.109
H -1.585 1.358 1.003
O 2.674 -0.265 2.673
N 3.126 0.486 3.802
C 2.192 0.284 4.861
C 1.759 1.466 5.549
C 2.456 2.639 5.358
C 3.434 2.739 4.370
C 3.699 1.671 3.531
H 2.319 -0.698 5.427
H 0.924 1.327 6.249
H 2.263 3.503 5.995
H 3.992 3.660 4.189
H 4.340 1.709 2.654

Properties
Spin multiplicity: 5
Kohn-Sham gap (alpha / beta) in eV: 3.98 / 6.13
Expectation value of S²: 6.051
Energy relative to the best compared isomer or geometry (same formula, charge and spin) in kJ/mol: 421.79
Charge: +3

---

(2)
Entry from OMol25: C26H43N4PS2 as an isolated structure (ωB97M-V/def2-TZVPD).

Positions of all 76 atoms, in Å:
C -1.175 1.233 -1.135
C -0.407 0.886 -2.384
C -0.805 1.397 -3.619
C -0.100 1.096 -4.767
C 1.022 0.284 -4.700
C 1.437 -0.234 -3.483
C 2.661 -1.114 -3.385
C 3.714 -0.527 -2.489
C 4.311 0.661 -2.751
C 5.288 1.223 -1.877
C 5.695 0.617 -0.725
P 6.929 1.426 0.309
S 6.857 1.210 2.231
C 5.100 -0.633 -0.411
N 5.342 -1.420 0.640
S 4.377 -2.672 0.515
N 3.640 -2.367 -0.870
C 4.114 -1.188 -1.297
C 0.714 0.074 -2.334
H -0.909 2.238 -0.803
H -0.928 0.542 -0.331
H -2.247 1.207 -1.319
H -1.685 2.029 -3.659
H -0.414 1.491 -5.724
H 1.583 0.039 -5.595
H 3.085 -1.255 -4.381
H 2.377 -2.098 -3.014
H 4.031 1.224 -3.633
H 5.716 2.186 -2.134
H 8.143 0.998 -0.253
H 6.841 2.749 -0.148
H 1.033 -0.337 -1.381
C 4.621 -0.737 4.725
C 3.174 -0.613 5.173
N 2.431 -1.858 5.059
C 0.998 -1.691 5.216
C 0.465 -1.223 6.577
C 3.016 -3.003 5.734
C 3.267 -2.897 7.245
H 4.684 -1.117 3.705
H 5.098 0.243 4.743
H 5.201 -1.393 5.375
H 2.672 0.114 4.529
H 3.150 -0.191 6.190
H 0.520 -2.639 4.954
H 0.675 -0.973 4.455
H 0.498 -2.014 7.325
H -0.578 -0.915 6.476
H 1.023 -0.368 6.959
H 3.965 -3.231 5.245
H 2.373 -3.864 5.533
H 3.712 -1.938 7.514
H 3.963 -3.678 7.558
H 2.355 -3.022 7.827
C -4.679 -0.398 -3.521
C -5.145 0.878 -2.838
N -6.226 1.546 -3.541
C -6.483 2.890 -3.059
C -6.996 3.062 -1.624
C -7.396 0.730 -3.815
C -8.118 0.086 -2.623
H -4.391 -0.201 -4.554
H -3.809 -0.795 -2.995
H -5.444 -1.175 -3.518
H -4.307 1.581 -2.806
H -5.392 0.648 -1.788
H -7.188 3.362 -3.748
H -5.548 3.451 -3.160
H -8.043 2.779 -1.526
H -6.913 4.110 -1.328
H -6.416 2.475 -0.911
H -7.099 -0.062 -4.505
H -8.101 1.350 -4.375
H -7.416 -0.356 -1.915
H -8.771 -0.714 -2.977
H -8.740 0.797 -2.081

Properties
Kohn-Sham gap in eV: 7.12
Charge: 0

---

(3)
Entry from OMol25: a 3-piece molecular cluster, C26H43NO11PS2 overall in a non-equilibrium geometry (ωB97M-V/def2-TZVPD).

Positions of all 84 atoms, in Å:
C -5.900 0.481 6.139
C -5.645 -0.877 5.270
C -5.785 -0.649 3.685
C -4.405 -0.732 2.868
O -3.219 -0.584 3.702
C -2.124 -0.038 2.998
C -0.873 -0.985 2.830
C -0.898 -2.498 3.397
O 0.221 -2.947 3.768
O -2.089 -3.256 3.503
C -1.982 -4.536 2.820
C -2.776 -4.569 1.396
C -1.749 -4.640 0.142
C -2.408 -4.046 -1.194
O -2.338 -2.590 -1.291
C -3.580 -2.065 -1.792
C -4.512 -1.358 -0.675
O -3.908 -2.120 -3.004
C 0.375 -0.441 2.097
C 0.319 1.006 1.565
N -0.845 1.876 1.711
P -0.686 3.518 1.042
O -0.805 4.486 2.256
C -2.043 1.379 2.390
C -3.315 2.376 2.492
C -3.933 2.405 0.983
O -4.465 3.412 0.468
H -7.035 0.542 6.284
H -5.426 0.412 7.183
H -5.521 1.421 5.613
H -4.692 -1.409 5.601
H -6.516 -1.577 5.573
H -6.566 -1.393 3.290
H -6.218 0.404 3.533
H -4.432 -0.007 1.988
H -4.346 -1.792 2.404
H -2.518 -5.330 3.469
H -0.918 -4.919 2.678
H -3.457 -5.502 1.317
H -3.489 -3.671 1.292
H -1.446 -5.735 -0.050
H -0.774 -4.100 0.441
H -1.880 -4.497 -2.100
H -3.517 -4.339 -1.263
H -3.783 -0.846 0.045
H -5.128 -2.127 -0.095
H -5.198 -0.560 -1.113
H 1.298 -1.085 1.949
H 1.256 1.394 1.021
H 0.677 3.668 0.558
H -1.621 3.822 0.001
H -4.111 1.936 3.182
H -3.020 3.445 2.760
H -3.826 1.440 0.347
C 4.772 4.121 -1.706
C 4.946 2.612 -1.881
C 3.982 1.924 -0.913
S 2.616 3.055 -0.682
O 2.613 3.499 0.698
O 1.432 2.511 -1.318
C 3.269 4.366 -1.698
H 5.265 4.680 -2.504
H 5.208 4.435 -0.752
H 4.697 2.334 -2.908
H 5.976 2.300 -1.698
H 3.607 0.983 -1.318
H 4.446 1.751 0.060
H 2.993 5.334 -1.280
H 2.846 4.254 -2.699
C 7.687 -0.811 -6.217
C 6.297 -0.439 -6.736
C 5.499 0.114 -5.555
S 6.697 0.821 -4.429
O 6.688 0.053 -3.204
O 6.565 2.262 -4.436
C 8.143 0.371 -5.371
H 8.384 -1.013 -7.033
H 7.622 -1.712 -5.598
H 6.392 0.330 -7.510
H 5.792 -1.296 -7.187
H 4.798 0.888 -5.869
H 4.966 -0.678 -5.026
H 8.964 0.126 -4.698
H 8.411 1.224 -5.999

Properties
Kohn-Sham gap in eV: 7.39
Charge: +1

---

(4)
Entry from OMol25: C26H44BCl3CsGaIK2NO14S2 as an isolated structure in a non-equilibrium geometry (ωB97M-V/def2-TZVPD).

Positions of all 96 atoms, in Å:
C -1.371 -5.916 2.478
C -2.067 -4.943 1.974
Ga -2.955 -3.136 1.253
I -3.856 -1.905 3.358
B -4.406 -3.552 -0.211
O -4.158 -4.699 -1.115
C -5.750 -2.727 -0.477
C -5.653 -1.176 -0.199
C -1.424 -2.088 0.227
C -1.085 -0.706 0.484
C 0.025 -0.113 -0.406
C 0.751 -0.871 -1.498
C 0.441 -2.281 -1.767
C -0.668 -2.961 -0.917
H -0.548 -6.509 2.931
H -4.357 -4.294 -2.018
H -6.596 -3.243 0.058
H -5.985 -2.841 -1.585
H -6.701 -0.822 0.028
H -5.025 -0.897 0.684
H -5.308 -0.573 -1.082
H -1.605 -0.088 1.251
H 0.302 0.962 -0.262
H 1.527 -0.368 -2.128
H 0.987 -2.910 -2.584
H -0.970 -4.096 -1.105
N -2.988 0.929 6.969
C -2.741 0.300 5.810
C -1.525 0.354 5.153
C -0.504 1.103 5.719
C -0.733 1.764 6.915
C -1.981 1.646 7.497
H -3.573 -0.272 5.404
H -1.381 -0.176 4.221
H 0.462 1.170 5.233
H 0.040 2.357 7.385
H -2.204 2.146 8.441
C 4.932 0.813 -5.575
C 3.640 0.177 -6.058
O 2.504 0.536 -5.287
C 2.180 1.921 -5.234
C 1.878 2.526 -6.588
H 5.122 0.549 -4.530
H 5.774 0.474 -6.182
H 4.897 1.902 -5.635
H 3.733 -0.909 -5.983
H 3.465 0.400 -7.115
H 2.974 2.476 -4.719
H 1.289 2.006 -4.608
H 2.736 2.478 -7.264
H 1.596 3.573 -6.479
H 1.055 1.992 -7.066
K -4.574 1.565 8.541
Cl -9.172 -2.208 0.160
C -9.678 -3.916 0.190
C -10.193 -4.383 -1.153
Cl -11.741 -3.615 -1.582
H -10.429 -4.032 0.970
H -8.801 -4.501 0.472
H -10.370 -5.459 -1.127
H -9.480 -4.174 -1.950
O -3.158 3.945 -7.557
Cl -2.098 3.056 -7.146
O -1.844 2.085 -8.189
O -2.488 2.365 -5.931
O -0.892 3.818 -6.896
Cs -1.791 -4.364 -2.405
O 8.119 0.876 -6.941
S 9.415 1.488 -6.893
O 9.854 2.400 -7.905
O 10.525 0.341 -6.708
C 10.549 -0.738 -7.650
C 11.173 -0.322 -8.969
C 9.626 2.255 -5.316
H 9.544 -1.141 -7.798
H 11.151 -1.530 -7.202
H 10.549 0.406 -9.487
H 11.298 -1.186 -9.624
H 12.146 0.145 -8.804
H 9.335 1.551 -4.539
H 8.986 3.135 -5.287
H 10.668 2.549 -5.205
C -1.346 3.513 13.297
C -0.170 3.395 12.346
O -0.757 3.425 11.035
S -2.068 4.362 11.070
O -1.718 5.654 10.587
O -3.157 3.609 10.540
O -2.244 4.442 12.659
H -1.871 2.550 13.413
H -1.049 3.880 14.278
H 0.393 2.476 12.496
H 0.503 4.252 12.433
K 0.033 -3.924 1.396
O -3.227 0.848 14.185
H -3.743 1.626 14.403

Properties
Kohn-Sham gap in eV: 2.51
Charge: 0

---

(5)
Entry from OMol25: a 3-piece molecular cluster, C26H44ClO9PS overall in a non-equilibrium geometry (ωB97M-V/def2-TZVPD).

Positions of all 82 atoms, in Å:
C 4.076 -4.150 2.384
C 4.236 -3.204 1.345
C 4.418 -2.113 0.091
C 5.979 -1.644 -0.065
C 6.399 -1.093 -1.550
O 5.964 0.047 -2.122
Cl 7.642 -2.069 -2.587
C 3.778 -2.950 -1.205
P 4.905 -4.267 -2.060
S 5.023 -4.012 -4.014
O 3.273 -1.818 -2.016
C 2.949 -0.605 -1.197
O 2.456 0.460 -1.831
C 3.253 -0.947 0.371
C 3.652 0.226 1.437
C 3.230 1.749 1.009
C 4.400 2.534 0.108
C 3.706 3.484 -1.066
O 4.505 3.309 -2.298
O 2.109 -1.808 0.763
C 0.888 -1.022 0.997
C -0.479 -1.792 0.447
C -0.223 -3.437 0.436
C -0.952 -1.321 -1.050
C -1.037 0.300 -1.278
C -2.516 -1.885 -1.230
H 3.863 -5.097 3.051
H 6.348 -0.855 0.717
H 6.639 -2.620 0.125
H 2.805 -3.596 -1.006
H 6.194 -4.212 -1.413
H 4.336 -5.566 -1.731
H 4.785 0.256 1.750
H 3.053 -0.015 2.441
H 2.246 1.842 0.383
H 3.080 2.360 2.016
H 5.174 1.776 -0.334
H 4.976 3.240 0.849
H 2.604 3.146 -1.338
H 3.617 4.616 -0.722
H 3.864 3.187 -3.064
H 0.973 0.092 0.644
H 0.752 -0.973 2.182
H -1.330 -1.562 1.242
H -0.080 -3.814 1.551
H -1.149 -4.042 0.017
H 0.693 -3.749 -0.254
H -0.335 -1.897 -1.893
H -1.818 0.828 -0.547
H -0.025 0.876 -1.131
H -1.384 0.466 -2.400
H -2.767 -2.179 -2.341
H -2.803 -2.696 -0.436
H -3.204 -0.940 -0.989
O -4.329 -1.386 1.680
C -4.223 -0.420 2.434
O -4.877 0.732 2.165
C -4.978 1.843 3.074
C -3.773 2.755 2.949
C -3.294 -0.470 3.611
H -5.143 1.501 4.100
H -5.878 2.397 2.786
H -2.848 2.238 3.218
H -3.882 3.629 3.598
H -3.657 3.095 1.915
H -2.284 -0.213 3.283
H -3.295 -1.489 4.011
H -3.593 0.178 4.433
O -5.012 4.476 0.186
C -5.127 3.702 -0.763
O -6.343 3.233 -1.120
C -6.610 2.488 -2.322
C -6.346 1.011 -2.112
C -3.913 3.190 -1.481
H -6.057 2.899 -3.172
H -7.673 2.634 -2.546
H -5.296 0.820 -1.874
H -6.606 0.441 -3.009
H -6.935 0.633 -1.270
H -3.512 2.329 -0.941
H -3.161 3.985 -1.501
H -4.098 2.923 -2.520

Properties
Kohn-Sham gap in eV: 8.23
SMILES: C#C[C@@]1(CC(=O)Cl)[C@H]([PH2]=S)OC(=O)[C@@]1(CCCCO)OC[C@H](C)C(C)C.CCOC(C)=O.CCOC(C)=O
Charge: 0

---

(6)
Entry from OMol25: C26H44N2NaO5 as an isolated structure in a non-equilibrium geometry (ωB97M-V/def2-TZVPD).

Positions of all 78 atoms, in Å:
C -3.790 2.797 -1.557
N -4.256 1.516 -0.939
C -5.251 1.716 0.134
C -4.663 0.549 -1.890
O -5.870 0.278 -1.969
C -3.722 -0.247 -2.842
C -2.509 -1.009 -2.150
C -1.230 -0.702 -3.049
C -0.817 0.841 -2.976
N -0.303 1.196 -4.330
C -2.766 -2.563 -2.277
C -1.556 -3.476 -1.856
O -2.063 -4.387 -0.855
C -0.975 -5.072 -0.215
C -0.310 -4.160 0.913
O 0.913 -3.662 0.344
C 1.167 -2.334 0.668
C 1.838 -1.526 -0.357
C 2.195 -0.121 -0.112
C 1.906 0.559 1.168
C 2.276 2.048 1.444
C 0.880 2.798 1.704
C 2.899 2.797 0.180
C 3.148 2.299 2.745
C 4.370 1.326 2.974
C 3.982 0.020 3.827
C 5.390 2.131 3.918
C 5.190 0.953 1.682
C 1.197 -0.279 2.158
C 0.841 -1.673 1.922
O -2.171 -0.549 -0.832
C -2.828 -1.227 0.188
O -2.333 -1.182 1.278
H -4.057 2.788 -2.641
H -4.240 3.644 -0.985
H -2.672 2.842 -1.414
H -4.723 2.209 1.002
H -5.646 0.749 0.551
H -6.075 2.397 -0.201
H -4.361 -1.036 -3.348
H -3.393 0.467 -3.650
H -0.325 -1.268 -2.716
H -1.406 -0.994 -4.125
H 0.058 0.962 -2.270
H -1.648 1.496 -2.624
H -0.366 2.203 -4.480
H 0.662 0.881 -4.421
H -2.947 -2.763 -3.379
H -3.709 -2.918 -1.765
H -1.278 -4.122 -2.739
H -0.664 -2.924 -1.467
H -0.169 -5.277 -0.971
H -1.331 -6.033 0.242
H -0.167 -4.766 1.848
H -1.071 -3.374 1.151
H 2.085 -1.980 -1.342
H 2.699 0.389 -0.968
H 0.395 2.414 2.643
H 0.228 2.639 0.799
H 1.079 3.905 1.788
H 3.544 2.143 -0.452
H 3.482 3.689 0.542
H 2.068 3.203 -0.453
H 3.574 3.342 2.641
H 2.453 2.335 3.623
H 3.759 -0.841 3.152
H 4.849 -0.168 4.515
H 3.078 0.301 4.441
H 6.226 1.440 4.209
H 5.868 2.902 3.242
H 4.879 2.618 4.784
H 4.577 0.724 0.781
H 5.749 -0.001 1.926
H 6.004 1.709 1.482
H 0.955 0.172 3.144
H 0.327 -2.245 2.734
H -3.806 -1.763 0.083
Na -5.578 -1.849 -4.100

Properties
Kohn-Sham gap in eV: 5.48
Charge: +1